{
  "formula": "C42H78F8O48P6",
  "method": "the ωB97M-V functional and the def2-TZVPD basis",
  "homo_ev": -10.0,
  "largest_force_ev_per_a": 6.7,
  "relative_energy_kcal_mol": 0.0,
  "e_lumo_ev": -0.9,
  "orbital_gap_ha": 0.3361,
  "species": ["C", "C", "O", "C", "O", "O", "F", "H", "H", "H", "C", "C", "O", "C", "O", "O", "F", "H", "H", "H", "C", "C", "O", "C", "O", "O", "F", "H", "H", "H", "C", "C", "O", "C", "O", "O", "F", "H", "H", "H", "C", "C", "O", "C", "O", "O", "F", "H", "H", "H", "C", "C", "O", "C", "O", "O", "F", "H", "H", "H", "C", "C", "O", "C", "O", "O", "F", "H", "H", "H", "C", "C", "O", "C", "O", "O", "F", "H", "H", "H", "C", "O", "P", "O", "O", "C", "O", "C", "H", "H", "H", "H", "H", "H", "H", "H", "H", "C", "O", "P", "O", "O", "C", "O", "C", "H", "H", "H", "H", "H", "H", "H", "H", "H", "C", "O", "P", "O", "O", "C", "O", "C", "H", "H", "H", "H", "H", "H", "H", "H", "H", "C", "O", "P", "O", "O", "C", "O", "C", "H", "H", "H", "H", "H", "H", "H", "H", "H", "C", "O", "P", "O", "O", "C", "O", "C", "H", "H", "H", "H", "H", "H", "H", "H", "H", "C", "O", "P", "O", "O", "C", "O", "C", "H", "H", "H", "H", "H", "H", "H", "H", "H"],
  "xyz": [[-5.549660, 16.633880, -11.747910], [-6.097860, 17.500620, -12.770250], [-5.375850, 17.218660, -13.900140], [-4.224160, 16.670030, -13.589880], [-3.287300, 16.420620, -14.431860], [-4.222770, 16.338540, -12.293420], [-5.935400, 18.702720, -12.358800], [-5.936610, 15.614870, -11.746790], [-5.384130, 16.890080, -10.701460], [-7.179070, 17.373750, -12.715540], [-12.845930, 16.960200, -13.617040], [-12.923730, 17.987410, -12.442050], [-12.727800, 19.172850, -13.165020], [-12.363760, 18.981420, -14.493660], [-12.085170, 19.848660, -15.275700], [-12.387490, 17.736370, -14.755120], [-11.936370, 17.704100, -11.637090], [-13.861770, 16.746980, -13.949750], [-12.363650, 16.021200, -13.345380], [-13.838780, 17.970160, -11.850030], [-8.079210, 22.152500, -3.402870], [-8.640320, 20.777520, -3.309350], [-8.293600, 20.605820, -1.968160], [-7.304990, 21.410370, -1.555720], [-6.667990, 21.393690, -0.572740], [-7.054340, 22.232050, -2.483400], [-7.937980, 19.882050, -4.066650], [-8.963050, 22.719460, -3.110500], [-7.747590, 22.492170, -4.384070], [-9.701810, 20.615930, -3.497030], [-8.557980, 22.640960, -7.803050], [-8.458440, 21.288820, -7.258240], [-7.111840, 21.348650, -6.768630], [-6.458580, 22.269810, -7.380760], [-5.274620, 22.557370, -7.165590], [-7.227790, 22.915320, -8.179390], [-8.493480, 20.331040, -8.225600], [-8.866400, 23.443790, -7.133400], [-9.196490, 22.662560, -8.686190], [-9.239510, 21.082850, -6.526390], [-8.527500, 7.457410, -7.753300], [-10.032510, 7.734500, -7.591340], [-10.042160, 9.069050, -7.159270], [-8.987600, 9.701190, -7.764820], [-8.997590, 10.845940, -8.017410], [-8.089300, 8.744040, -8.203140], [-10.433440, 6.894210, -6.652110], [-8.361480, 6.618750, -8.429460], [-8.070170, 7.341920, -6.770640], [-10.639350, 7.421740, -8.441070], [-11.168930, 19.234160, -5.303900], [-12.666880, 19.489550, -5.429300], [-13.162090, 18.837080, -4.293460], [-12.212620, 18.494080, -3.452470], [-12.316660, 18.045420, -2.294710], [-11.015200, 18.611200, -4.117360], [-13.232100, 18.921670, -6.484020], [-10.797510, 20.258040, -5.261360], [-10.917760, 18.615760, -6.165640], [-13.052260, 20.504360, -5.330520], [-4.101050, 11.950530, -4.176910], [-4.609410, 11.439450, -2.883760], [-5.545030, 10.461600, -3.260150], [-5.662780, 10.355870, -4.631780], [-6.277170, 9.577140, -5.335120], [-5.037350, 11.448590, -5.150160], [-5.143620, 12.388560, -2.094190], [-3.048720, 11.682680, -4.271520], [-4.294830, 13.016500, -4.296280], [-3.801960, 10.967480, -2.323970], [-1.938220, 15.269970, -6.053110], [-2.351310, 16.366390, -6.968940], [-2.891850, 15.757280, -8.136730], [-2.779520, 14.410050, -7.952010], [-3.028150, 13.536210, -8.778150], [-2.083130, 14.142830, -6.836940], [-1.212920, 17.080760, -7.264250], [-2.631460, 15.244600, -5.212350], [-0.922110, 15.232670, -5.660410], [-3.004500, 17.165670, -6.618790], [-7.849750, 13.075760, -11.253670], [-7.088120, 13.547690, -12.336710], [-7.756710, 14.007670, -13.821970], [-8.585420, 12.967470, -14.458400], [-8.576810, 15.430440, -13.518670], [-9.492090, 15.919200, -14.349800], [-6.488040, 14.574820, -14.638020], [-6.396800, 14.787900, -15.975000], [-8.920040, 13.258340, -11.349780], [-7.635700, 13.714320, -10.396630], [-7.618990, 12.059980, -10.932650], [-9.197100, 16.101130, -15.383240], [-10.034640, 16.712260, -13.835220], [-10.201320, 15.094170, -14.283300], [-6.448620, 13.927420, -16.642080], [-5.501120, 15.389690, -16.128930], [-7.219440, 15.400520, -16.343860], [-6.673330, 13.628540, -7.548700], [-7.640720, 14.679500, -7.039270], [-8.059070, 15.914560, -8.054370], [-7.277590, 15.971230, -9.353660], [-9.587110, 15.527130, -8.215050], [-10.338330, 16.349200, -9.165630], [-7.993210, 17.291490, -7.104150], [-6.720130, 17.579010, -6.589100], [-6.831170, 12.634660, -7.129890], [-5.785460, 14.054120, -7.081090], [-6.464070, 13.474560, -8.607280], [-10.966780, 15.885420, -9.925930], [-9.710110, 17.053530, -9.710950], [-11.089170, 16.818490, -8.529940], [-6.639510, 17.220340, -5.562970], [-6.780280, 18.662740, -6.489050], [-5.858930, 17.209700, -7.145920], [-4.287540, 19.463520, -8.755560], [-2.859210, 19.496510, -8.725180], [-1.934180, 20.741250, -9.444120], [-0.485240, 20.513670, -9.413390], [-2.469560, 22.011320, -8.629210], [-2.377990, 23.279330, -9.146800], [-2.479450, 20.794810, -11.003230], [-1.718480, 21.268680, -12.087180], [-4.778600, 20.171440, -9.423250], [-4.644590, 19.826320, -7.791720], [-4.749640, 18.504040, -8.987880], [-3.075250, 23.489840, -9.957740], [-1.427710, 23.357710, -9.674930], [-2.481720, 23.991260, -8.327970], [-0.634850, 21.190740, -11.999040], [-2.093110, 22.145680, -12.615040], [-1.975590, 20.671670, -12.962140], [-15.317780, 14.723280, -10.459070], [-14.017190, 15.144700, -10.910620], [-12.923420, 13.951940, -11.188610], [-11.705550, 14.424260, -11.913180], [-12.670200, 13.414620, -9.679090], [-11.553030, 12.618940, -9.223020], [-13.833430, 12.790730, -11.998560], [-13.258450, 11.640920, -12.521530], [-15.618680, 15.525000, -9.784680], [-15.280400, 13.718000, -10.039390], [-16.001740, 14.813910, -11.302920], [-10.982400, 12.115330, -10.003330], [-11.997960, 11.881430, -8.555040], [-10.925760, 13.318080, -8.670000], [-12.305590, 11.347650, -12.080910], [-13.072700, 11.769110, -13.587910], [-13.797370, 10.710120, -12.344660], [-16.831910, 13.188250, -4.827530], [-15.822210, 14.098810, -5.212880], [-16.141960, 15.259810, -6.343670], [-17.025290, 14.903870, -7.501720], [-14.704100, 16.012270, -6.656220], [-13.672150, 15.283570, -7.260070], [-16.903120, 16.412460, -5.463090], [-16.353640, 17.007270, -4.321360], [-16.598540, 13.040020, -3.773180], [-16.829480, 12.232520, -5.351630], [-17.779110, 13.724710, -4.883520], [-13.188770, 15.832920, -8.067940], [-13.833630, 14.241990, -7.537790], [-12.955420, 15.326880, -6.440000], [-17.004590, 16.698280, -3.503510], [-16.659780, 18.014020, -4.605680], [-15.282540, 16.853840, -4.189810], [-3.629500, 18.804180, -0.936960], [-3.529890, 17.973010, -2.039490], [-4.349040, 18.509720, -3.292230], [-4.257050, 17.763870, -4.521290], [-5.914350, 18.535510, -2.756300], [-6.508930, 17.396470, -2.109480], [-3.973860, 20.122100, -3.478080], [-4.504930, 20.790300, -4.636780], [-2.812540, 18.650510, -0.231930], [-4.612950, 18.620510, -0.504310], [-3.575910, 19.845710, -1.253880], [-5.739000, 16.627130, -2.168090], [-7.361340, 17.037750, -2.686400], [-6.874740, 17.501390, -1.088080], [-4.041640, 21.749340, -4.868510], [-5.580220, 20.908480, -4.503050], [-4.331140, 20.208290, -5.541860]],
  "forces_ev_per_a": [[2.63, -4.04, 1.00], [-2.50, -2.42, 1.51], [-1.56, 1.14, -1.97], [5.28, -2.52, -2.23], [-4.37, 1.33, 3.81], [1.03, 0.56, -0.70], [1.13, 5.48, 0.53], [-0.93, 0.29, 0.13], [-0.51, 0.77, -0.39], [-0.20, -0.56, -1.70], [-2.50, 0.62, -0.10], [-0.99, -1.14, -3.64], [-0.04, 1.38, 0.65], [0.28, 2.59, 0.37], [-0.38, -0.43, 1.18], [0.84, -3.61, -0.08], [2.39, 0.25, 2.09], [-0.18, -0.49, 0.41], [0.72, 0.42, -0.47], [-0.13, 0.37, -0.34], [-1.63, 1.44, -2.57], [1.78, -0.15, 0.52], [-1.88, -2.74, 1.62], [0.57, -1.52, 1.11], [0.06, -1.01, 2.10], [0.89, 3.28, -3.13], [-0.30, -0.22, -0.28], [0.25, 0.93, 0.23], [0.10, -0.19, 0.09], [0.16, 0.13, 0.36], [-0.97, 1.46, -1.89], [0.65, -0.48, 0.42], [-2.16, -3.45, 2.47], [6.07, 2.18, 0.80], [-2.85, -1.10, -0.59], [-1.01, 2.00, -2.20], [-0.17, 0.10, 0.12], [-0.23, -0.35, 0.39], [0.05, 0.07, -0.02], [0.66, -0.41, 0.39], [-0.83, 1.16, 0.12], [2.12, -1.15, -0.05], [-0.70, -0.23, -0.39], [-0.20, -2.25, -1.02], [0.74, 1.05, 0.14], [-0.07, 1.18, -0.28], [-1.21, -0.74, 2.12], [0.49, 0.49, -0.15], [-0.19, -0.60, 0.01], [-0.13, 1.21, -0.52], [-1.47, 1.66, -2.09], [-0.71, 0.03, 1.18], [-1.76, 0.02, 0.89], [1.06, -2.50, 3.83], [0.19, 1.93, -4.53], [0.61, -1.03, 2.61], [-0.24, -0.47, -1.23], [1.06, -0.25, -0.40], [0.78, 0.22, 0.07], [0.41, 0.27, -0.46], [-1.00, 1.66, -1.15], [0.66, -1.04, 0.26], [-0.67, -1.37, -0.18], [-0.95, 0.59, -1.58], [1.20, 1.28, 2.55], [1.08, -1.27, -0.11], [-0.72, 0.27, 0.14], [-0.20, -0.14, -0.86], [0.79, 0.18, 0.53], [-0.27, -0.15, 0.31], [-0.67, -0.17, 1.47], [0.82, 2.53, -0.57], [-0.07, -0.56, 1.28], [1.08, -2.48, -3.23], [-0.20, 2.58, 2.20], [-0.81, -1.72, -0.45], [0.31, -0.11, -0.82], [-0.07, -0.14, 0.21], [-0.02, 0.83, -0.27], [-0.51, -0.64, 0.27], [-0.97, 0.81, 1.42], [-0.22, 1.50, -3.70], [-0.09, 0.47, 1.39], [0.52, 0.80, 0.26], [5.52, -2.50, 2.96], [-3.87, -0.81, -1.02], [-0.74, -1.75, 3.96], [-0.36, 1.29, -2.83], [-0.18, -0.48, -0.57], [0.43, 0.11, -0.02], [0.03, -0.12, -0.67], [0.11, 0.38, 0.15], [0.47, 0.60, -0.42], [-1.12, 0.21, -1.34], [0.45, -0.50, 0.51], [0.15, -0.35, -0.16], [-0.21, 0.31, 0.13], [0.97, 1.14, 1.39], [-0.05, 0.40, -2.28], [1.94, -1.22, 0.06], [-1.39, 0.33, 2.58], [-0.22, 0.77, -1.12], [-0.86, 0.71, 0.65], [-1.43, -3.30, -2.37], [0.42, 1.11, 1.54], [-0.79, 0.42, 0.33], [0.49, -0.63, -0.34], [-0.75, 0.84, -0.12], [0.71, -1.23, 0.10], [0.08, 0.08, 0.33], [0.22, 0.70, -0.09], [0.03, -0.31, -0.04], [0.89, 0.09, -0.22], [-0.21, 0.19, -0.34], [-0.71, 1.31, 0.43], [1.49, 1.89, -1.86], [-1.23, -2.16, -0.35], [-0.76, 0.15, 0.33], [-0.72, -2.62, 0.12], [0.82, 1.51, -1.34], [-0.39, 0.42, 2.42], [0.04, -0.74, -2.24], [0.54, 0.14, -0.60], [0.03, -0.40, 0.34], [0.78, -0.33, 0.08], [-0.69, -0.15, 0.32], [0.48, 0.57, 0.40], [0.08, -0.01, -0.25], [-0.18, 0.37, 0.51], [0.15, 1.23, 1.43], [0.19, -1.26, 0.29], [-0.41, 1.04, -0.18], [1.98, -2.15, -0.86], [-0.35, 0.00, -0.33], [-1.55, -0.71, 0.91], [-0.67, 0.32, -1.91], [-0.13, 0.27, 0.40], [0.42, 2.65, 2.14], [1.60, -1.50, -0.72], [-0.11, -0.60, 0.52], [-0.32, 0.31, 0.17], [0.01, -0.53, -0.07], [-0.17, 0.23, -0.15], [0.27, -0.01, 0.00], [0.25, -0.37, 0.01], [0.42, 0.63, 0.17], [-0.13, -0.07, -0.01], [-0.99, 0.49, -0.03], [-0.48, 0.50, 1.06], [1.29, 1.68, -2.49], [-1.46, 1.22, 0.38], [1.92, 0.03, 1.73], [-3.68, -1.03, 0.42], [2.28, -0.02, 0.95], [0.84, -2.96, -2.70], [-1.13, 1.06, -0.10], [-0.29, -0.42, 0.01], [0.08, 0.30, -0.27], [-0.32, -0.53, -0.12], [-0.62, 0.03, -0.31], [-0.52, 0.20, -0.03], [0.75, -0.75, -0.29], [0.63, -0.06, 0.47], [0.94, 0.71, 1.14], [-0.19, 0.07, 0.13], [-0.42, 1.48, 1.69], [0.46, -0.47, -2.55], [-2.05, 2.44, 0.87], [0.70, -1.21, -1.18], [1.08, 0.99, 0.30], [0.70, -0.97, -1.02], [-0.26, -2.15, 0.73], [-0.47, -0.41, -0.75], [-0.15, -0.43, -0.13], [0.18, 0.23, 0.58], [-0.05, 0.08, 0.23], [-0.31, -0.46, 0.47], [0.03, 0.25, -0.26], [0.47, 0.80, 0.04], [0.21, -0.06, 0.85], [0.04, 0.14, -0.06], [-0.05, -0.29, 0.10]]
}